Record 1
{"formula": "C16H15Cl2NO4S", "method": "ωB97M-V with the def2-TZVPD basis set", "species": ["O", "C", "O", "C", "C", "N", "C", "C", "C", "C", "C", "C", "C", "S", "O", "O", "C", "C", "Cl", "C", "C", "C", "C", "Cl", "H", "H", "H", "H", "H", "H", "H", "H", "H", "H", "H", "H", "H", "H", "H"], "positions_angstrom": [[-2.8535, -2.6094, -1.4183], [-1.9428, -2.6833, -2.2010], [-2.1160, -2.5196, -3.5159], [-0.5056, -2.9874, -1.8616], [-0.2154, -2.9148, -0.3570], [0.0016, -1.5704, 0.1210], [-1.1204, -0.7392, 0.5276], [-1.1129, 0.6363, -0.0800], [-1.2228, 0.8052, -1.4545], [-1.2133, 2.0714, -2.0091], [-1.1093, 3.1871, -1.1954], [-1.0167, 3.0299, 0.1760], [-1.0153, 1.7611, 0.7291], [1.4618, -0.9048, -0.2971], [2.4421, -1.9427, -0.1991], [1.3945, -0.2149, -1.5494], [1.7580, 0.2599, 1.0577], [2.0601, 1.6050, 0.8721], [2.1808, 2.2774, -0.6941], [2.2803, 2.4347, 1.9674], [2.2112, 1.9193, 3.2481], [1.9432, 0.5769, 3.4510], [1.7273, -0.2450, 2.3530], [1.4384, -1.9110, 2.6099], [-3.0484, -2.3442, -3.7218], [-0.2927, -3.9915, -2.2356], [0.1444, -2.2926, -2.3975], [0.7050, -3.4637, -0.1475], [-1.0390, -3.3583, 0.2080], [-2.0395, -1.2553, 0.2376], [-1.1096, -0.6522, 1.6242], [-1.3069, -0.0602, -2.0927], [-1.2858, 2.1880, -3.0800], [-1.0987, 4.1758, -1.6293], [-0.9374, 3.8944, 0.8184], [-0.9378, 1.6426, 1.8017], [2.5076, 3.4736, 1.7954], [2.3786, 2.5652, 4.0959], [1.9051, 0.1566, 4.4427]], "forces_ev_per_angstrom": [[-0.1, 0.0, 0.2], [-0.1, -0.1, 0.1], [0.1, 0.1, -0.6], [0.0, 0.0, 0.3], [0.2, -0.4, -0.2], [0.7, 0.6, -0.5], [-0.2, 0.3, 0.3], [-0.3, 0.3, 0.1], [-0.2, 0.1, 0.1], [-0.1, -0.1, -0.1], [-0.1, 0.1, 0.0], [-0.1, 0.1, 0.0], [-0.2, -0.1, -0.1], [-0.2, 0.0, 0.0], [0.1, -0.2, 0.1], [-0.1, -0.1, 0.1], [-0.1, -0.5, -0.4], [0.1, 0.0, 0.2], [0.2, 0.6, -0.1], [0.0, -0.2, -0.2], [0.0, -0.1, -0.1], [-0.1, -0.1, -0.1], [0.1, 0.3, 0.1], [0.0, -0.5, 0.8], [0.1, -0.1, 0.3], [0.0, 0.0, -0.1], [0.0, -0.1, -0.1], [-0.2, -0.2, 0.0], [0.1, 0.1, 0.0], [0.2, 0.0, 0.1], [-0.1, 0.0, -0.1], [0.0, -0.1, -0.1], [0.0, 0.0, -0.1], [0.0, 0.1, 0.0], [0.0, 0.1, 0.1], [0.0, 0.0, 0.1], [0.0, 0.1, 0.0], [0.0, 0.1, 0.1], [0.0, -0.1, 0.1]], "mulliken_charge": [-0.5879, 0.3891, -0.4599, -0.2915, -1.2921, 0.4287, -1.4467, 0.6521, 0.2817, -0.8216, -0.4978, -0.6883, -0.5620, 1.7007, -0.7658, -0.6545, -0.7510, 0.6974, -0.1455, -0.6508, -0.4608, -0.7073, 0.3929, -0.1497, 0.3805, 0.5010, 0.2642, 0.4715, 0.5673, 0.7282, 0.2816, 0.2415, 0.4157, 0.3936, 0.4048, 0.4036, 0.4594, 0.4086, 0.4689], "relative_energy_ev": 0.0000, "e_homo_ev": -8.9, "e_tot_ev": -62395.3414}

---

Record 2
{"formula": "C2H3NS2", "method": "ωB97M-V with the def2-TZVPD basis set", "species": ["C", "C", "N", "S", "S", "H", "H", "H"], "positions_angstrom": [[-1.0943, 0.0999, -0.1038], [0.9185, -0.4158, -0.0050], [0.0353, 0.6987, -0.0008], [-2.6078, 0.7434, -0.0075], [-0.5149, -1.5936, -0.1140], [1.5920, -0.5564, -0.7295], [1.5280, -0.6602, 0.9863], [0.1432, 1.6840, -0.0256]], "forces_ev_per_angstrom": [[-4.8, -0.9, 0.5], [0.3, -1.8, 5.1], [2.5, 0.1, -0.2], [0.4, -0.3, -0.3], [0.4, 1.1, -0.2], [2.3, 0.0, -3.3], [-1.5, 1.0, -1.7], [0.5, 0.7, 0.1]], "mulliken_charge": [0.1856, -0.4580, -0.0385, -0.3595, -0.0807, 0.3281, 0.2374, 0.1856], "relative_energy_ev": 0.6523, "e_homo_ev": -8.5, "e_tot_ev": -25281.9177}